This record from the OMol25 dataset describes a structure of composition CHCl2N2O2 in a non-equilibrium geometry. The level of theory is the ωB97M-V functional and the def2-TZVPD basis.

Computed properties:
- energy above the lowest of the compared OMol25 structures with the same formula, charge and spin (kJ/mol) = 365.7
- E_tot (eV) = -33168.193
- HOMO energy (eV) = -4.212
- frontier orbital gap (eV) = 6.560
- net charge = -1

Cartesian coordinates (Å):
Cl1 -1.05 1.40 1.25
Cl2 0.05 3.46 -0.16
O1 -0.99 -2.28 -1.11
O2 1.13 -1.90 -1.16
N1 -0.01 -1.70 -0.67
N2 -0.21 -0.88 0.30
C1 0.36 2.23 1.04
H1 0.71 -0.33 0.51

This record from the OMol25 dataset describes a structure of composition C5H11N in a non-equilibrium geometry. The level of theory is the ωB97M-V functional and the def2-TZVPD basis.

Computed properties:
- energy above the lowest of the compared OMol25 structures with the same formula, charge and spin (kJ/mol) = 353.3
- E_tot (eV) = -6849.866
- HOMO energy (eV) = -9.280
- frontier orbital gap (eV) = 10.336

Cartesian coordinates (Å):
N1 -2.36 -0.45 0.06
C1 2.59 0.21 0.18
C2 0.28 -0.70 0.40
C3 -0.94 -0.01 -0.29
C4 -0.76 1.43 -0.06
C5 1.56 -0.48 -0.41
H1 -1.36 1.83 -1.16
H2 2.53 0.69 1.16
H3 -1.46 1.83 1.02
H4 0.49 -0.45 1.46
H5 -2.17 -0.76 1.18
H6 -0.79 -0.35 -1.35
H7 0.09 -1.82 0.31
H8 -2.65 -1.37 -0.34
H9 3.54 0.15 -0.44
H10 1.61 -1.03 -1.37
H11 0.41 1.77 0.16